[1]
C28H42AsF3NOSSi2Ti | the ωB97M-V functional and the def2-TZVPD basis

Geometry as XYZ:
```
80
Properties=species:S:1:pos:R:3:forces:R:3:mulliken_spin:R:1
Ti 0.2762 0.0350 -0.2497 1.799 -0.162 -0.372 0.9843
F -2.9660 -3.5237 -3.9186 -0.258 0.254 0.180 0.0000
C -1.8234 -2.8700 -3.5901 0.380 -1.212 -0.668 0.0000
F -1.0905 -3.7713 -2.9053 -0.110 0.297 0.083 0.0001
F -1.1869 -2.6951 -4.7738 0.024 0.319 0.241 0.0005
C -2.0767 -1.6132 -2.8485 -1.627 0.390 0.137 0.0038
C -3.4015 -1.1388 -2.7041 1.499 -0.145 0.110 0.0218
C -3.6024 0.0505 -2.0182 -0.135 0.000 -0.108 -0.0039
C -2.5205 0.6883 -1.4426 1.089 -0.071 -0.233 0.0413
N -1.2535 0.2189 -1.5408 -3.025 0.126 -1.498 0.0074
C -1.0229 -0.8897 -2.2876 0.399 0.205 -0.311 -0.0057
S 0.6555 -1.2336 -2.4080 0.113 -0.159 0.014 -0.0148
H -4.2255 -1.6952 -3.1201 -0.049 -0.036 -0.084 0.0031
H -4.5919 0.4724 -1.9210 -0.012 0.018 0.048 0.0002
H -2.6211 1.6287 -0.9121 0.042 -0.122 0.146 0.0071
C 0.0486 5.4804 0.7945 -0.017 -0.188 -0.044 0.0065
C -0.9083 4.2818 0.8871 -0.136 0.042 0.152 -0.0127
C -2.1634 4.5664 0.0505 0.073 0.055 0.021 0.0082
C -1.3072 4.0694 2.3553 -0.002 0.004 -0.050 0.0320
C -0.2683 3.0580 0.3942 0.009 0.661 -0.034 0.0581
C 0.2959 2.0622 -0.0105 -0.049 0.256 -0.104 -0.0610
H -0.4191 6.3695 1.2187 -0.070 0.068 0.033 -0.0001
H 0.3045 5.6855 -0.2436 0.059 0.000 -0.067 -0.0011
H 0.9665 5.2762 1.3435 0.057 -0.021 0.007 -0.0008
H -2.6225 5.5038 0.3659 -0.077 0.096 0.025 0.0001
H -2.8947 3.7692 0.1736 -0.061 -0.076 0.026 0.0003
H -1.9100 4.6376 -1.0075 0.014 0.016 -0.020 -0.0012
H -1.8324 4.9489 2.7261 -0.070 0.126 0.083 0.0000
H -0.4241 3.9061 2.9721 0.053 -0.026 0.018 -0.0035
H -1.9598 3.2037 2.4662 -0.015 -0.065 -0.020 -0.0051
C -5.0713 0.2535 6.1627 0.043 0.042 -0.069 -0.0133
C -3.9393 0.1492 5.1856 -0.027 -0.057 0.038 0.1924
C -2.6197 0.3746 5.5630 -0.156 -0.018 -0.007 -0.0870
C -1.5738 0.3136 4.6681 0.131 0.019 -0.117 0.0760
C -0.1818 0.6128 5.1464 -0.107 -0.012 0.017 0.0312
C -1.8301 -0.0074 3.2996 -0.263 -0.059 -0.081 0.0365
C -0.7591 -0.0717 2.3906 0.819 0.306 1.650 0.4329
O -0.8377 -0.3113 1.1175 -1.277 -0.620 0.260 0.0461
C -3.1859 -0.2473 2.9185 0.049 0.070 -0.064 0.1612
C -3.5337 -0.5856 1.5051 -0.021 -0.024 -0.123 -0.0051
C -4.1922 -0.1568 3.8513 0.065 0.029 0.136 -0.0897
H -4.7019 0.3486 7.1812 -0.013 0.010 0.103 0.0002
H -5.7163 -0.6244 6.1083 -0.070 -0.007 0.044 0.0100
H -5.6792 1.1315 5.9361 -0.122 0.022 0.089 0.0151
H -2.4094 0.6105 6.5975 0.066 0.057 0.138 -0.0028
H -0.1967 0.8662 6.2059 0.012 -0.012 0.029 0.0025
H 0.2411 1.4586 4.6031 0.120 0.017 -0.062 0.0003
H 0.4821 -0.2413 5.0075 0.103 -0.008 -0.046 0.0031
H 0.2592 0.0729 2.7804 -0.426 -0.016 -0.118 0.0927
H -3.1558 0.1796 0.8270 -0.108 -0.147 0.050 0.0113
H -4.6138 -0.6652 1.3861 -0.071 -0.014 -0.003 0.0014
H -3.0755 -1.5318 1.2093 -0.018 0.053 -0.124 0.0097
H -5.2148 -0.3318 3.5378 -0.082 -0.034 -0.055 -0.0033
C 2.5303 -4.0264 -0.9723 0.048 0.649 0.242 0.0014
Si 3.4980 -2.4824 -0.3655 0.758 -0.901 -0.199 0.0034
C 4.9351 -3.2279 0.6845 -0.620 0.421 -0.204 -0.0028
C 4.4095 -1.7397 -1.8918 -0.590 0.031 0.556 0.0008
As 2.1436 -1.1501 1.0067 1.336 -0.274 0.044 0.0009
Si 3.4274 0.7945 0.9403 0.524 1.067 0.334 0.0076
C 2.6871 2.0347 2.2168 -0.054 -0.626 -0.409 -0.0438
C 5.2454 0.5845 1.5528 -0.715 -0.160 -0.309 0.0092
C 3.4995 1.6740 -0.7764 -0.355 -0.571 0.359 -0.0015
H 3.1724 -4.8848 -1.1486 0.292 -0.056 -0.001 -0.0001
H 1.9964 -3.8079 -1.8912 -0.166 0.039 -0.140 -0.0004
H 1.7955 -4.3121 -0.2215 -0.118 -0.033 0.074 0.0003
H 5.5933 -3.8437 0.0791 0.102 -0.125 -0.242 -0.0004
H 4.5422 -3.8442 1.4877 -0.127 -0.105 0.164 0.0001
H 5.5279 -2.4411 1.1383 0.153 0.193 0.114 0.0007
H 4.8669 -2.5121 -2.5049 0.017 -0.279 0.022 -0.0001
H 5.1969 -1.0591 -1.5779 0.094 0.151 0.085 0.0001
H 3.7135 -1.1880 -2.5178 -0.081 0.146 -0.142 0.0002
H 2.7337 1.6107 3.2179 0.057 -0.131 0.176 0.0001
H 1.6429 2.2265 1.9718 0.038 0.040 0.067 0.0418
H 3.2125 2.9860 2.2342 0.204 0.155 -0.125 -0.0014
H 5.2516 0.0548 2.5005 -0.037 -0.123 0.201 0.0001
H 5.7293 1.5442 1.7038 0.036 0.295 -0.039 0.0003
H 5.8405 0.0103 0.8522 0.188 -0.159 -0.204 -0.0014
H 2.4986 1.6688 -1.2305 0.298 0.093 0.082 -0.0003
H 4.1690 1.1500 -1.4529 0.144 -0.151 -0.094 -0.0009
H 3.8309 2.7085 -0.7184 0.029 0.168 0.190 -0.0006
```
Forces are in eV/Å.

**LUMO level (spin up / spin down)**: 2.4 / 2.3 eV
**Multiplicity**: 3
**Total charge**: -1
**Energy**: -5584.293319 Ha
**Frontier orbital gap (spin up / spin down)**: 5.78 / 6.86 eV


[2]
C4H3N3O | the ωB97M-V functional and the def2-TZVPD basis

Geometry as XYZ:
```
11
Properties=species:S:1:pos:R:3:forces:R:3:lowdin_charge:R:1
C 1.4797 0.9525 1.1741 0.311 -0.465 1.564 -0.0298
N 0.7333 1.3653 0.2536 0.261 -0.183 -0.313 -0.0372
N -0.5369 0.9636 0.2056 0.127 1.199 0.200 0.0855
C -0.8294 -0.1083 -0.3869 -0.775 -1.643 -0.381 -0.2612
C -2.2469 -0.3578 -0.4983 0.077 -0.046 0.156 -0.1536
N -3.3855 -0.4704 -0.5122 -0.331 -0.180 -0.138 0.1800
C 0.1404 -1.1158 -0.9645 0.797 0.366 -1.265 -0.1848
O -0.1809 -2.1486 -1.5225 0.493 1.588 1.221 0.0811
H 2.5179 1.2808 1.1791 -0.242 0.013 0.059 0.0771
H 1.1077 0.2939 2.0127 0.394 0.584 -0.957 0.1087
H 1.2006 -0.6553 -0.9407 -1.112 -1.232 -0.145 0.1342
```
Forces are in eV/Å.

**LUMO level**: -1.2 eV
**SMILES string**: C=N/N=C(/C#N)C=O
**Total charge**: 0
**Energy**: -393.626451 Ha
**Frontier orbital gap**: 9.28 eV